{"formula": "C3H7N2O2", "method": "the ωB97M-V functional and the def2-TZVPD basis", "symbols": ["C", "C", "C", "N", "N", "O", "O", "H", "H", "H", "H", "H", "H", "H"], "positions_angstrom": [[-3.30, 0.04, -0.09], [0.11, -0.47, 1.23], [0.73, 0.45, 0.47], [-2.47, 0.16, -0.97], [2.67, 0.12, 0.02], [-3.98, 0.06, 0.85], [-0.09, -0.47, -0.23], [0.42, -1.40, 1.56], [0.75, 1.50, 0.10], [-1.23, -0.15, -0.67], [-2.57, 0.13, -2.04], [2.85, -0.91, 0.15], [3.29, 0.71, 0.58], [2.83, 0.23, -0.97]], "total_charge": 1, "mol_weight_g_mol": 103.10, "lumo_energy_ev": -3.274, "de_lowest_kj_mol": 522.0, "homo_lumo_gap_ev": 8.96, "largest_force_ev_per_a": 4.1}


{"formula": "C4H9N4", "method": "the ωB97M-V functional and the def2-TZVPD basis", "symbols": ["C", "C", "N", "N", "N", "C", "N", "C", "H", "H", "H", "H", "H", "H", "H", "H", "H"], "positions_angstrom": [[-2.44, -0.91, -0.16], [-1.20, -0.09, -0.03], [-0.11, -0.78, -0.04], [1.11, -0.13, -0.35], [2.18, -0.84, 0.27], [1.21, 1.29, -0.30], [0.03, 1.91, 0.24], [-1.09, 1.34, 0.13], [-3.17, -0.37, -0.91], [-2.82, -1.23, 0.80], [-2.18, -1.95, -0.44], [2.56, -0.30, 1.05], [2.89, -1.18, -0.39], [1.77, -1.75, 0.64], [1.12, 1.47, -1.31], [2.06, 1.61, 0.30], [-1.92, 1.92, 0.49]], "total_charge": 1, "mol_weight_g_mol": 113.14, "lumo_energy_ev": -4.167, "de_lowest_kj_mol": 414.0, "smiles": "CC1=NN([NH3+])CN=C1", "homo_lumo_gap_ev": 9.05, "largest_force_ev_per_a": 2.9}


{"formula": "ClH2OPS2", "method": "the ωB97M-V functional and the def2-TZVPD basis", "symbols": ["O", "P", "S", "S", "Cl", "H", "H"], "positions_angstrom": [[0.76, 0.54, -1.36], [-0.79, -0.26, -0.02], [-1.89, -1.62, -0.61], [0.64, -0.68, 1.39], [-1.40, 1.59, 0.14], [1.60, -0.06, -1.36], [1.08, 0.49, 1.82]], "multiplicity": 3, "mol_weight_g_mol": 148.58, "lumo_energy_ev": [0.192, -3.318], "de_lowest_kj_mol": 153.0, "s2": 2.0093, "homo_lumo_gap_ev": [6.30, 6.39], "largest_force_ev_per_a": 4.1}